No. 1
165
Properties=species:S:1:pos:R:3 method="wB97M-V/def2-TZVPD" total_charge=-1 homo_lumo_gap_ev=9.288 e_homo_ev=-7.54 e_tot_ha=-5148.821402
C 1.0146 4.8415 3.9911
C 1.4140 5.4605 2.6399
N 2.7478 4.9888 2.0520
C 2.5756 3.5980 1.4791
C 3.1206 5.9621 0.9981
C 2.1411 6.3485 -0.1158
C 3.7460 5.0044 3.1342
C 5.2028 4.8218 2.7455
O 5.4948 3.5967 2.2570
C 5.4034 2.5155 3.2227
H 0.8114 3.7665 3.9255
H 0.0915 5.2958 4.2728
H 1.7399 5.0760 4.7327
H 1.4157 6.5245 2.6932
H 0.7107 5.0828 1.9305
H 1.8641 3.5211 0.6230
H 2.2743 3.0077 2.3083
H 3.4614 3.2424 1.0821
H 4.0327 5.5595 0.4878
H 3.3864 6.8116 1.6162
H 2.5881 7.0767 -0.7765
H 1.1535 6.7692 0.1828
H 1.9748 5.3785 -0.6318
H 3.4926 4.1906 3.7617
H 3.6788 5.9582 3.6908
H 5.6740 5.0766 3.7072
H 5.5679 5.5672 2.0374
H 5.8049 1.6413 2.7687
H 4.3822 2.3221 3.5788
H 5.9121 2.9385 4.1673
C 1.9369 0.5199 -0.3039
C 1.0113 0.1027 -1.3892
N 1.6003 -0.2364 -2.7225
C 0.3926 -0.3869 -3.6021
C 2.4097 0.9878 -3.2382
C 2.9566 0.7773 -4.6573
C 2.4490 -1.4460 -2.6730
C 1.9598 -2.6230 -1.8305
O 0.7688 -3.0828 -2.3446
C 0.4604 -4.4578 -2.1192
H 2.7331 -0.2105 -0.0548
H 1.3924 0.5635 0.6642
H 2.3191 1.5193 -0.5043
H 0.2989 0.9493 -1.5479
H 0.4790 -0.8272 -1.1481
H -0.1397 0.5546 -3.6093
H -0.2269 -1.2057 -3.2366
H 0.7303 -0.6770 -4.5806
H 3.1683 1.1542 -2.4540
H 1.6357 1.7493 -3.1982
H 3.5563 1.6444 -4.9203
H 2.1927 0.6871 -5.3891
H 3.5056 -0.1588 -4.8534
H 3.4523 -1.1227 -2.2861
H 2.6081 -1.7108 -3.6977
H 1.8041 -2.3507 -0.8123
H 2.7169 -3.3476 -1.8935
H 0.9997 -5.1422 -2.8073
H -0.6276 -4.5558 -2.2312
H 0.6950 -4.7827 -1.0789
C 2.4568 -1.3596 8.2209
C 2.6113 -2.0109 6.8774
N 1.5915 -1.4662 5.9125
C 0.4501 -0.7100 6.2060
C -0.1683 -0.5781 5.0169
N 0.5529 -1.2164 4.0589
C 1.6354 -1.7861 4.6306
C 0.1821 -1.2501 2.6437
H 1.5149 -1.6053 8.6864
H 2.5766 -0.3110 8.0402
H 3.2422 -1.6109 8.9237
H 2.3426 -3.0866 6.8341
H 3.6163 -1.9211 6.4123
H 0.3286 -0.2468 7.1754
H -1.0323 -0.0625 4.7406
H 2.3633 -2.3602 4.1017
H 0.9838 -0.8282 2.0766
H -0.7307 -0.6682 2.4730
H 0.0158 -2.2444 2.2180
C -3.4948 1.4572 0.0559
C -4.3140 1.4098 -1.2011
N -4.0089 2.5837 -2.0686
C -4.2938 3.9314 -1.8821
C -3.5743 4.6050 -2.7950
N -2.9074 3.6406 -3.5532
C -3.1885 2.4490 -3.0751
C -1.9370 3.8714 -4.6606
H -3.7458 2.2971 0.7109
H -2.3979 1.4228 -0.1009
H -3.8408 0.5981 0.5853
H -5.3837 1.4209 -0.8696
H -4.1083 0.4657 -1.6918
H -4.8811 4.3274 -1.0936
H -3.5543 5.6296 -3.0353
H -2.8222 1.5033 -3.4565
H -2.2912 4.6886 -5.2709
H -1.9665 3.0489 -5.3938
H -0.9297 3.8931 -4.2606
C -3.5992 -4.2019 -3.4468
C -3.1958 -2.8284 -3.8844
N -2.6739 -2.7399 -5.2417
C -3.5624 -2.4501 -6.2796
C -2.8879 -2.1462 -7.4040
N -1.5663 -2.2146 -6.9888
C -1.4579 -2.5875 -5.7202
C -0.3852 -1.8527 -7.8174
H -4.2396 -4.0683 -2.5850
H -2.7959 -4.8820 -3.1044
H -4.1123 -4.6766 -4.2810
H -2.5372 -2.2774 -3.2305
H -4.0222 -2.1762 -3.8187
H -4.6042 -2.3830 -6.0779
H -3.1105 -1.8657 -8.4423
H -0.5596 -2.6411 -5.1044
H -0.5284 -2.0506 -8.9003
H 0.5465 -2.3718 -7.6373
H -0.0786 -0.8003 -7.5827
C -3.9924 -5.8183 5.4205
C -3.0769 -4.7827 4.8126
O -2.1119 -4.3064 5.2696
N -3.5010 -4.2621 3.4198
H -3.3279 -3.2671 3.2444
H -2.9675 -4.8659 2.7598
C -5.0036 -4.3059 3.0592
H -3.3552 -6.6464 5.7947
H -4.6895 -6.2358 4.6993
H -4.5402 -5.3364 6.2469
H -5.1586 -5.2720 2.5373
H -5.3158 -3.5091 2.3709
H -5.5377 -4.2652 4.0401
B -3.8466 -0.8448 3.2482
F -3.1127 -1.6314 2.3080
F -3.0477 0.1278 3.7593
F -5.0205 -0.2673 2.7519
F -4.2161 -1.6953 4.3180
B 2.4929 2.1623 5.5495
F 3.2105 3.4273 5.3868
F 1.3209 2.4260 6.3017
F 2.1390 1.7874 4.2249
F 3.3371 1.1817 6.0151
B -3.2000 -7.3590 1.9693
F -4.4178 -7.2454 2.7031
F -2.2700 -7.3943 3.0302
F -3.0012 -8.3745 1.1197
F -3.0826 -6.1835 1.2160
B -3.2188 0.8015 -6.0022
F -2.8452 0.1035 -4.8817
F -2.0542 1.1063 -6.6449
F -4.1278 0.0626 -6.7464
F -3.9514 1.9043 -5.5910
B 0.1163 3.9322 -1.8061
F 1.4338 3.6687 -1.4312
F -0.5921 4.2039 -0.6468
F 0.0016 4.9647 -2.7057
F -0.3791 2.7118 -2.3365
B 4.0213 -1.5310 2.4029
F 2.7998 -2.1799 1.9256
F 3.7956 -1.0720 3.7108
F 5.0844 -2.3139 2.3362
F 4.2297 -0.3653 1.7265
B 2.7040 -2.9623 -5.9274
F 2.6439 -3.5502 -7.2027
F 1.8066 -1.8678 -5.9436
F 2.2675 -3.8736 -4.9702
F 3.9182 -2.5237 -5.5302

No. 2
2
Properties=species:S:1:pos:R:3 method="wB97M-V/def2-TZVPD" total_charge=+1 homo_lumo_gap_ev=7.892 relative_energy_kj_mol=105.5 e_homo_ev=-14.39 e_tot_ha=-130.317633
Sr -0.4640 1.0798 0.5320
F 0.4640 -1.0798 -0.5320

No. 3
9
Properties=species:S:1:pos:R:3 method="wB97M-V/def2-TZVPD" total_charge=+1 homo_lumo_gap_ev=12.462 relative_energy_kj_mol=26.4 e_homo_ev=-16.73 e_tot_ha=-337.728140
C 1.3653 -0.3192 -0.0714
C -2.5553 0.1678 -0.0656
N 1.1511 -1.4525 -0.0621
N 1.3366 0.9212 0.0560
O -3.6753 0.0212 0.0331
O -1.4306 0.3873 -0.1402
H 1.5814 -2.3917 -0.2532
H 0.6954 1.4686 -0.5966
H 1.5314 1.1973 1.0999

No. 4
13
Properties=species:S:1:pos:R:3 method="wB97M-V/def2-TZVPD" total_charge=0 homo_lumo_gap_ev=7.823 relative_energy_kj_mol=687.6 e_homo_ev=-9.21 e_tot_ha=-394.705678
C 0.8218 -0.6402 0.1231
C 0.5280 0.5754 1.3797
C -0.5360 -0.5217 -0.3643
N -0.0081 1.7733 1.0661
N -1.4750 0.1311 -0.8595
C -0.0016 -1.7488 -1.6058
O 1.0665 0.3634 2.4444
N -0.7546 -1.9326 -2.4892
H -0.0393 2.4899 1.7800
H -0.5803 1.8737 0.2343
H -1.6199 -0.6029 -1.9851
H 0.9535 -1.5346 0.7312
H 1.6451 -0.2259 -0.4548

No. 5
26
Properties=species:S:1:pos:R:3 method="wB97M-V/def2-TZVPD" total_charge=0 homo_lumo_gap_ev=10.084 smiles=Cc1ccccc1.CCC relative_energy_kj_mol=143.7 e_homo_ev=-9.07 e_tot_ha=-390.581130
C 0.9448 -1.3171 -0.2156
C 1.1444 0.1108 0.3858
C 0.9039 0.5566 1.6566
C 1.1334 1.8752 2.0439
C 1.6340 2.7506 1.0856
C 1.8107 2.3957 -0.2444
C 1.7043 1.0071 -0.5258
H -0.0886 -1.5553 -0.3636
H 1.3490 -2.0723 0.4485
H 1.5388 -1.4918 -1.0723
H 0.2042 0.0293 2.3352
H 0.7556 2.0815 2.9940
H 1.6464 3.7960 1.3316
H 2.2065 3.0198 -1.0382
H 2.1046 0.5989 -1.4311
C -1.8283 -2.3206 -2.1905
C -2.7983 -1.5053 -1.2949
C -2.9364 -1.7809 0.1727
H -2.0779 -3.3718 -2.3273
H -0.8471 -2.3213 -1.7079
H -1.9317 -1.9574 -3.2350
H -2.5740 -0.4790 -1.5086
H -3.7402 -1.6543 -1.8622
H -2.8917 -0.9421 0.8282
H -3.9141 -2.2195 0.3532
H -2.2749 -2.5355 0.5810

No. 6
90
Properties=species:S:1:pos:R:3 method="wB97M-V/def2-TZVPD" total_charge=-1 s_squared=0.774 homo_lumo_gap_ev="5.485 / 4.200" relative_energy_kj_mol=193.2 e_homo_ev="-4.10 / -4.09" e_tot_ha=-5426.417886 multiplicity=2
Tc -0.2626 -0.0477 0.6053
O -0.9878 2.4202 -1.4264
C -0.5953 1.3900 -2.0045
O -0.2382 0.3476 -1.3673
C -0.6134 1.3139 -3.4794
C -0.9053 2.4450 -4.2344
C -0.9607 2.3713 -5.6099
C -0.7284 1.1545 -6.2426
C -0.4469 0.0230 -5.5099
C -0.3870 0.0811 -4.1125
S -0.0737 -1.3319 -3.1878
H -1.0876 3.3727 -3.7094
H -1.1775 3.2564 -6.1909
H -0.7803 1.0877 -7.3220
H -0.2698 -0.9246 -5.9993
C 2.2667 5.9576 4.2668
C 1.6550 4.6178 3.8676
C 0.9525 4.7182 2.5165
C 0.1794 3.4632 2.1202
Ge 1.1349 2.0504 1.0002
C 2.8976 1.6873 1.9187
C 2.7001 0.9606 3.2371
C 4.0021 0.5388 3.9124
C 3.7302 -0.2100 5.2135
H 2.7967 5.8841 5.2156
H 1.4915 6.7153 4.3734
H 2.9636 6.2965 3.5017
H 0.9362 4.3080 4.6301
H 2.4403 3.8639 3.8206
H 1.6911 4.9498 1.7444
H 0.2556 5.5620 2.5642
H -0.6750 3.7667 1.5091
H -0.2352 2.9868 3.0107
H 1.5664 2.8852 -0.2051
H 3.4152 2.6362 2.0694
H 3.5301 1.0809 1.2712
H 2.1089 0.0653 3.0467
H 2.1306 1.5889 3.9255
H 4.6153 1.4199 4.1173
H 4.5660 -0.1075 3.2347
H 3.1822 0.4198 5.9144
H 4.6618 -0.5244 5.6837
H 3.1270 -1.0939 5.0155
F 6.5913 -1.9336 -1.3619
C 5.2920 -1.7954 -1.0246
C 4.6239 -0.5970 -1.2554
F 5.2855 0.4254 -1.8275
C 3.3006 -0.4529 -0.8858
F 2.6770 0.7260 -1.1080
C 2.5608 -1.4824 -0.2517
O 1.3557 -1.3808 0.1336
C 3.2841 -2.6912 -0.0598
F 2.6414 -3.7272 0.5245
C 4.6042 -2.8450 -0.4264
F 5.2402 -4.0067 -0.1933
I -0.4455 -6.1090 0.3001
C -1.3055 -4.2826 -0.2999
C -2.3365 -4.2650 -1.2282
C -2.8892 -3.0297 -1.5391
C -2.4025 -1.9009 -0.9098
N -1.4175 -1.9353 -0.0127
C -0.8699 -3.1121 0.2847
H -2.7017 -5.1736 -1.6863
H -3.6950 -2.9559 -2.2545
H -2.8336 -0.9301 -1.1259
H -0.0641 -3.1114 1.0069
N -0.2408 -0.5551 2.3107
C -0.0631 -1.1962 3.4403
C -0.8380 -0.9701 4.6052
C -0.6257 -1.7113 5.7431
C 0.3758 -2.6701 5.7996
C 1.1727 -2.8807 4.6805
C 0.9672 -2.1737 3.5231
H -1.5954 -0.2018 4.5660
H -1.2429 -1.5435 6.6140
H 0.5448 -3.2310 6.7065
H 1.9678 -3.6142 4.7152
H 1.5899 -2.3376 2.6565
Te -2.3838 1.5493 0.6331
C -3.7489 0.8639 2.1532
C -4.8473 1.6565 2.4833
C -5.6959 1.3011 3.5155
C -5.4539 0.1493 4.2505
C -4.3762 -0.6559 3.9194
C -3.5501 -0.3112 2.8647
H -5.0279 2.5605 1.9171
H -6.5413 1.9314 3.7557
H -6.1088 -0.1177 5.0683
H -4.1722 -1.5502 4.4906
H -2.7204 -0.9517 2.5933

No. 7
77
Properties=species:S:1:pos:R:3 method="wB97M-V/def2-TZVPD" total_charge=+1 s_squared=0.755 homo_lumo_gap_ev="8.402 / 2.700" e_homo_ev="-11.76 / -11.76" e_tot_ha=-48458.610124 multiplicity=2
Br -12.0237 -1.7846 -15.5560
C -11.1171 -0.0146 -15.4728
C -10.4190 0.4000 -16.7597
Br -9.8354 2.2604 -16.5012
H -10.3406 -0.1202 -14.7152
H -11.8940 0.6122 -15.0353
H -11.0409 0.4716 -17.6520
H -9.5489 -0.1469 -17.1229
Br -15.5810 -3.8784 -16.8536
C -15.1331 -4.3127 -14.9476
C -15.0114 -2.9860 -14.1550
Br -14.3692 -3.5304 -12.3542
H -14.3110 -5.0166 -15.0769
H -15.9619 -4.8499 -14.4865
H -15.9178 -2.3957 -14.0206
H -14.2735 -2.3254 -14.6103
Br -13.1971 4.8265 -19.5420
C -11.6322 3.6296 -19.6010
C -10.3425 4.3445 -19.9857
Br -8.7951 3.0662 -20.1313
H -11.7894 2.8442 -20.3402
H -11.6499 3.0766 -18.6618
H -10.0756 5.0082 -19.1632
H -10.3994 5.0091 -20.8478
Br -5.9542 -2.0603 -20.9883
C -6.0132 -0.2757 -20.1046
C -6.3485 -0.3590 -18.6139
Br -4.8124 -0.8746 -17.5937
H -6.8703 0.2273 -20.5524
H -5.1227 0.3334 -20.2600
H -7.1648 -1.0489 -18.3995
H -6.6866 0.5671 -18.1490
Br -13.2547 2.0857 -12.2616
C -14.6029 0.6476 -12.7392
C -15.9908 1.2327 -13.0948
Br -16.9068 0.0987 -14.5289
H -14.5526 -0.1869 -12.0398
H -14.1838 0.2176 -13.6488
H -15.8698 2.2056 -13.5712
H -16.6443 1.3553 -12.2311
Br -13.4705 2.5308 -16.0295
C -13.3495 4.1632 -14.9610
C -13.5828 5.3166 -15.9197
Br -13.2619 7.0829 -14.9907
H -12.3944 4.2226 -14.4392
H -14.1915 4.1746 -14.2690
H -14.5732 5.3127 -16.3748
H -12.9730 5.2382 -16.8198
Br -11.0925 -1.1890 -12.0273
C -10.3903 -3.0110 -11.8126
C -10.0344 -3.5265 -13.1903
Br -9.2506 -5.3229 -13.0396
H -11.1817 -3.6267 -11.3851
H -9.5263 -3.1216 -11.1573
H -9.3440 -3.0021 -13.8510
H -10.9196 -3.6191 -13.8196
Br -13.3682 -2.1844 -18.8925
C -14.1204 -0.3940 -18.3970
C -15.5526 -0.5667 -17.9275
Br -16.4322 1.2620 -18.0130
H -14.1056 0.1780 -19.3248
H -13.4991 0.1168 -17.6613
H -15.7521 -0.9652 -16.9328
H -16.1688 -1.1669 -18.5969
Br -10.0343 -4.1116 -21.4138
C -9.0071 -4.1320 -19.6797
C -9.7696 -3.2917 -18.6217
Br -8.6340 -2.8890 -17.1110
H -7.9581 -3.8753 -19.8279
H -8.9838 -5.1927 -19.4301
H -10.5845 -3.8484 -18.1589
H -10.1654 -2.3344 -18.9609
C -6.5781 -0.2312 -13.2312
Cl -7.4794 0.2619 -14.7143
Cl -4.9365 -0.8787 -13.5778
Cl -7.5472 -1.4553 -12.3215
H -6.4198 0.6627 -12.6278

No. 8
82
Properties=species:S:1:pos:R:3 method="wB97M-V/def2-TZVPD" total_charge=+2 homo_lumo_gap_ev=6.947 e_homo_ev=-12.88 e_tot_ha=-2782.194764
Na 0.2875 -1.2661 -1.9977
Na 2.8270 -2.3200 0.9746
Na -0.4875 -1.7449 2.3186
Na 2.6604 0.8196 2.8473
Na 2.7800 1.3340 -1.2189
P 1.0901 -0.1309 0.5535
O 0.4717 0.3688 1.9055
O 0.6976 -1.6219 0.2990
O 2.6546 -0.0144 0.6874
O 0.6268 0.6549 -0.7095
C -0.5639 -0.5399 -5.2528
O -1.0733 -0.6553 -3.9240
C -1.6922 0.5596 -3.4772
C -2.6873 0.2503 -2.3612
N -2.0798 -0.1416 -1.1020
C -2.9363 -0.2062 0.0584
C -4.1433 -1.0817 -0.1704
O -4.8152 -1.2137 1.0649
C -5.9312 -2.0734 0.9593
H 0.2913 0.1355 -5.3667
H -1.3642 -0.2656 -5.9376
H -0.1634 -1.5289 -5.4868
H -2.3014 0.9898 -4.2750
H -0.9165 1.2529 -3.1340
H -3.3253 -0.5476 -2.7601
H -3.3906 1.0922 -2.2833
H -1.1838 0.2988 -0.9275
H -3.2656 0.7728 0.4267
H -2.3796 -0.7362 0.8387
H -3.8382 -2.0905 -0.4877
H -4.8523 -0.7403 -0.9310
H -5.5831 -3.1107 0.9101
H -6.5049 -1.8633 0.0461
H -6.6369 -1.9120 1.7695
C 1.8093 5.5034 5.9354
O 1.7178 4.6599 4.8076
C 0.6066 4.8646 3.9870
C 0.1271 3.5565 3.3594
N 0.9168 3.0901 2.1991
C 0.6693 3.9311 1.0173
C -0.7450 4.0290 0.4483
O -1.5607 4.9108 1.1819
C -2.8290 5.1003 0.5839
H 0.8508 5.5879 6.4589
H 2.0877 6.5158 5.6209
H 2.5692 5.0909 6.5907
H 0.7809 5.6446 3.2394
H -0.2495 5.1855 4.5998
H -0.9401 3.5757 3.1449
H 0.2164 2.8161 4.1662
H 0.5636 2.1653 1.9959
H 1.2055 3.4806 0.1638
H 1.1768 4.8873 1.1418
H -1.1583 3.0177 0.3167
H -0.6488 4.4629 -0.5618
H -3.4326 5.7365 1.2291
H -3.3194 4.1410 0.4107
H -2.7167 5.6920 -0.3336
C 5.8942 -1.5368 -0.2592
O 5.1349 -2.7238 -0.0883
C 4.9597 -3.5157 -1.2711
C 4.0023 -4.6271 -0.9226
N 2.6116 -4.1392 -0.8380
C 1.6338 -5.2402 -0.8355
C 0.2210 -4.6894 -0.8307
O -0.0886 -4.0225 -2.0445
C -1.4442 -3.6377 -2.1437
H 5.2653 -0.6830 0.0058
H 6.2652 -1.3880 -1.2787
H 6.8022 -1.5856 0.3451
H 5.9257 -3.8706 -1.6237
H 4.4546 -2.9042 -2.0293
H 4.2271 -4.9957 0.0845
H 4.0730 -5.5111 -1.5646
H 2.3689 -3.5188 -1.6062
H 1.7544 -5.7496 0.1257
H 1.8428 -5.9519 -1.6385
H 0.1209 -3.9908 0.0072
H -0.4992 -5.4996 -0.6774
H -2.1268 -4.4921 -2.2109
H -1.6020 -3.0080 -3.0167
H -1.7658 -3.0880 -1.2479

No. 9
5
Properties=species:S:1:pos:R:3 method="wB97M-V/def2-TZVPD" total_charge=0 homo_lumo_gap_ev="7.619 / 7.623" relative_energy_kj_mol=349.6 e_homo_ev="-9.67 / -9.67" e_tot_ha=-3222.390781
O -2.5694 0.9476 0.2008
O 1.3926 -1.2365 -0.4886
F 0.9783 1.1093 -0.6155
S 0.8834 -0.2091 0.3138
Br -1.5413 -0.4003 -0.1259

No. 10
23
Properties=species:S:1:pos:R:3 method="wB97M-V/def2-TZVPD" total_charge=0 homo_lumo_gap_ev=10.427 smiles="C[C@@]1(O)OC[C@@H](O)C1=C1CC1" relative_energy_kj_mol=335.6 e_homo_ev=-9.64 e_tot_ha=-537.631992
C -1.1130 1.0243 -1.1784
C -1.3032 0.5600 0.2232
O -1.5510 1.5096 1.1909
O -2.3219 -0.4481 0.3208
C -1.8523 -1.6821 0.8370
C -0.3700 -1.7392 0.4963
O -0.1879 -2.3868 -0.7838
C 0.0337 -0.3917 0.5410
C 1.2280 0.1319 0.6253
C 2.1995 1.2487 0.6521
C 2.6874 -0.2555 0.8757
H -1.9637 1.4250 -1.6778
H -0.8932 0.1272 -1.6964
H -0.1557 1.6159 -1.0806
H -2.4144 2.0411 0.9340
H -2.4805 -2.3839 0.3877
H -1.9834 -1.7338 1.9577
H 0.2606 -2.3601 1.1208
H -0.8857 -2.0575 -1.4093
H 2.3272 1.6690 -0.3155
H 2.1816 1.9344 1.5096
H 2.9233 -0.6552 1.8563
H 3.3103 -0.6177 0.0236